(1)
A structure of composition C23H24N2Pb in a non-equilibrium geometry, computed with the ωB97M-V functional and the def2-TZVPD basis.

Results
Maximum force (eV Å⁻¹): 3.50
E_tot (eV): -32444.8781

```
! wB97M-V def2-TZVPD RIJCOSX def2/J DEFGRID3
* xyz 2 1
C -4.069 -0.582 0.079
C -3.341 1.940 -2.344
H -3.807 -1.619 -0.158
H -4.650 -0.034 -0.620
H -4.105 -0.172 1.087
H -3.092 1.684 -3.365
H -4.230 1.479 -1.944
H -3.157 2.958 -2.011
C 0.416 -2.690 -0.451
C 1.357 -3.727 -0.571
C 2.471 -3.521 -1.369
C 2.624 -2.274 -2.014
H -0.479 -2.801 0.178
H 1.186 -4.652 -0.035
H 3.233 -4.279 -1.519
H 3.474 -2.048 -2.648
N 0.542 -1.504 -1.072
C 1.636 -1.268 -1.820
C 1.801 0.107 -2.370
N 0.815 0.989 -2.123
C 0.951 2.252 -2.523
C 3.127 1.803 -3.485
C 2.090 2.718 -3.207
H 0.136 2.929 -2.291
H 2.146 3.764 -3.503
C 2.971 0.483 -3.056
H 3.738 -0.254 -3.231
H 4.024 2.111 -4.016
Pb -2.416 0.599 -0.839
C -1.413 2.471 0.165
H -1.483 3.279 -0.580
H -0.368 2.269 0.441
H -2.020 2.698 1.057
C 2.236 0.451 3.452
C 2.149 0.613 2.050
C 0.968 0.347 1.377
C -0.180 -0.128 2.068
C -1.405 -0.440 1.485
C -2.335 -1.162 2.159
C -2.273 -1.317 3.566
C -1.153 -0.866 4.233
C -0.068 -0.329 3.511
C 1.131 0.000 4.157
H 3.162 0.671 3.986
H 3.026 0.969 1.506
H 0.885 0.484 0.291
H -3.231 -1.563 1.689
H -3.111 -1.765 4.084
H -1.077 -0.949 5.307
H 1.168 -0.123 5.238
*
```


(2)
The molecule C23H24N4O3S in a non-equilibrium geometry, computed with the ωB97M-V functional and the def2-TZVPD basis.

Results
Energy above the lowest of the compared OMol25 structures with the same formula, charge and spin (kcal per mole): 104.04
Maximum force (eV Å⁻¹): 1.04
E_tot (eV): -47176.2996
SMILES: COCC/N=c1\scc(-c2cc(OC)ccc2OC)n1/N=C/c1c[nH]c2ccccc12

```
! wB97M-V def2-TZVPD RIJCOSX def2/J DEFGRID3
* xyz 0 1
C 1.170 1.430 -5.625
O 1.458 0.396 -4.725
C 2.740 0.499 -4.156
C 2.928 -0.650 -3.164
N 2.078 -0.467 -2.030
C 0.960 -1.049 -1.955
S 0.284 -2.243 -3.113
C -1.120 -2.424 -2.107
C -1.088 -1.647 -1.013
C -2.127 -1.531 0.011
C -2.479 -0.275 0.494
C -3.428 -0.137 1.495
O -3.812 1.055 2.045
C -3.244 2.236 1.532
C -4.045 -1.277 2.001
C -3.722 -2.528 1.510
C -2.765 -2.676 0.512
O -2.382 -3.876 -0.015
C -2.927 -5.054 0.528
N 0.076 -0.879 -0.919
N 0.246 -0.143 0.190
C 1.246 0.615 0.423
C 1.272 1.342 1.661
C 0.374 1.252 2.701
N 0.731 2.102 3.701
C 1.873 2.767 3.344
C 2.609 3.723 4.031
C 3.735 4.225 3.413
C 4.120 3.788 2.143
C 3.393 2.840 1.458
C 2.251 2.314 2.058
H 0.167 1.245 -6.003
H 1.880 1.439 -6.463
H 1.200 2.410 -5.131
H 3.513 0.443 -4.939
H 2.845 1.461 -3.630
H 3.963 -0.647 -2.810
H 2.716 -1.597 -3.682
H -1.902 -3.088 -2.408
H -1.987 0.586 0.076
H -3.491 2.373 0.474
H -3.684 3.048 2.110
H -2.156 2.251 1.653
H -4.783 -1.168 2.780
H -4.224 -3.388 1.922
H -2.707 -5.147 1.596
H -4.010 -5.107 0.372
H -2.448 -5.871 -0.010
H 2.078 0.746 -0.262
H -0.486 0.616 2.779
H 0.242 2.212 4.574
H 2.309 4.060 5.013
H 4.332 4.970 3.917
H 5.010 4.206 1.696
H 3.700 2.507 0.478
*
```


(3)
The molecule C23H24N4O5 in a non-equilibrium geometry, computed with the ωB97M-V functional and the def2-TZVPD basis.

Results
Energy above the lowest of the compared OMol25 structures with the same formula, charge and spin (kcal per mole): 53.39
Maximum force (eV Å⁻¹): 1.03
E_tot (eV): -40439.6521
SMILES: COc1ccccc1N(CC(=O)NCc1ccco1)C(=O)CCC(=O)Nc1ccccn1

```
! wB97M-V def2-TZVPD RIJCOSX def2/J DEFGRID3
* xyz 0 1
C -0.276 -0.471 2.122
O -1.173 -0.271 1.055
C -2.316 -0.993 1.039
C -2.717 -1.906 2.008
C -3.919 -2.582 1.872
C -4.740 -2.364 0.782
C -4.352 -1.457 -0.191
C -3.152 -0.784 -0.071
N -2.758 0.183 -1.037
C -3.283 1.523 -0.828
C -2.445 2.326 0.180
O -2.835 2.584 1.299
N -1.274 2.735 -0.335
C -0.317 3.510 0.425
C 1.010 2.833 0.517
C 1.737 2.398 1.587
C 2.935 1.857 1.058
C 2.845 2.004 -0.291
O 1.687 2.592 -0.626
C -1.743 -0.007 -1.904
O -1.235 0.921 -2.519
C -1.346 -1.450 -2.166
C 0.139 -1.541 -2.507
C 0.974 -1.723 -1.249
O 0.573 -2.309 -0.269
N 2.231 -1.203 -1.368
C 3.288 -1.243 -0.468
C 3.208 -1.803 0.806
C 4.339 -1.763 1.600
C 5.499 -1.179 1.110
C 5.471 -0.660 -0.173
N 4.399 -0.688 -0.945
H 0.044 -1.515 2.169
H 0.583 0.162 1.904
H -0.721 -0.169 3.074
H -2.103 -2.091 2.874
H -4.214 -3.285 2.637
H -5.675 -2.893 0.687
H -4.977 -1.267 -1.051
H -3.284 2.042 -1.790
H -4.300 1.437 -0.443
H -0.998 2.394 -1.252
H -0.193 4.490 -0.056
H -0.732 3.650 1.425
H 1.460 2.469 2.619
H 3.746 1.422 1.606
H 3.515 1.737 -1.084
H -1.951 -1.793 -3.009
H -1.566 -2.081 -1.305
H 0.437 -0.639 -3.045
H 0.330 -2.408 -3.144
H 2.477 -0.729 -2.228
H 2.292 -2.253 1.144
H 4.315 -2.185 2.594
H 6.397 -1.131 1.705
H 6.344 -0.197 -0.613
*
```


(4)
The molecule C23H24N6O2 in a non-equilibrium geometry, computed with the ωB97M-V functional and the def2-TZVPD basis.

Results
Energy above the lowest of the compared OMol25 structures with the same formula, charge and spin (kcal per mole): 2.50
Maximum force (eV Å⁻¹): 1.04
E_tot (eV): -37277.0170
SMILES: CN1CCN(c2ccccc2NC(=O)Cn2ncc3c([nH]c4ccccc43)c2=O)CC1

```
! wB97M-V def2-TZVPD RIJCOSX def2/J DEFGRID3
* xyz 0 1
C -0.790 -4.187 0.260
N -1.376 -3.048 -0.411
C -2.767 -2.862 -0.033
C -3.381 -1.728 -0.852
N -2.644 -0.519 -0.575
C -3.252 0.717 -0.707
C -4.393 0.906 -1.493
C -4.970 2.152 -1.642
C -4.417 3.259 -1.022
C -3.312 3.091 -0.208
C -2.751 1.838 -0.017
N -1.678 1.729 0.896
C -1.623 0.843 1.912
O -2.450 0.000 2.166
C -0.348 1.016 2.768
N 0.866 0.759 2.017
N 1.365 -0.465 2.174
C 2.452 -0.816 1.568
C 3.152 0.088 0.739
C 2.616 1.370 0.595
N 3.411 2.117 -0.218
C 4.476 1.352 -0.614
C 5.550 1.678 -1.433
C 6.495 0.702 -1.665
C 6.383 -0.572 -1.101
C 5.322 -0.905 -0.289
C 4.353 0.063 -0.036
C 1.398 1.768 1.236
O 0.848 2.865 1.134
C -1.247 -0.673 -0.914
C -0.640 -1.830 -0.126
H 0.237 -4.310 -0.081
H -0.786 -4.078 1.356
H -1.354 -5.082 0.001
H -3.309 -3.790 -0.231
H -2.863 -2.610 1.036
H -4.419 -1.592 -0.547
H -3.341 -1.994 -1.921
H -4.817 0.065 -2.020
H -5.846 2.261 -2.265
H -4.849 4.238 -1.156
H -2.884 3.936 0.313
H -0.990 2.482 0.896
H -0.388 0.298 3.587
H -0.309 2.039 3.151
H 2.786 -1.825 1.747
H 3.231 3.076 -0.467
H 5.638 2.662 -1.868
H 7.343 0.924 -2.295
H 7.148 -1.305 -1.310
H 5.238 -1.889 0.146
H -0.703 0.249 -0.708
H -1.149 -0.898 -1.990
H 0.401 -1.970 -0.431
H -0.662 -1.596 0.951
*
```


(5)
A cluster of 2 separate species, C23H24NO in total in a non-equilibrium geometry, computed with the ωB97M-V functional and the def2-TZVPD basis.

Results
Energy above the lowest of the compared OMol25 structures with the same formula, charge and spin (kcal per mole): 31.41
Maximum force (eV Å⁻¹): 1.70
E_tot (eV): -27771.1024

```
! wB97M-V def2-TZVPD RIJCOSX def2/J DEFGRID3
* xyz 1 1
C -2.636 -2.002 -0.018
N -2.257 -0.589 -0.042
C -2.791 0.064 -1.235
C -2.674 0.100 1.178
H -2.208 -2.485 0.870
H -3.737 -2.127 0.005
H -2.248 -2.496 -0.918
H -2.490 1.116 -1.241
H -2.386 -0.434 -2.126
H -3.897 0.018 -1.274
H -2.293 1.129 1.162
H -3.776 0.132 1.274
H -2.258 -0.420 2.050
C 1.804 5.924 0.659
O 0.987 5.224 -0.301
C 0.780 3.894 -0.133
C 0.064 3.230 -1.157
C -0.062 1.862 -1.131
C 0.416 1.085 -0.046
C 0.303 -0.352 -0.072
C 0.474 -1.210 1.081
C 0.819 -2.526 0.618
C 1.186 -3.534 1.502
C 1.236 -3.239 2.868
C 0.845 -1.974 3.335
C 0.447 -0.957 2.454
C 0.868 -2.495 -0.831
C 0.574 -1.151 -1.258
C 0.796 -0.812 -2.593
C 1.234 -1.800 -3.486
C 1.488 -3.113 -3.063
C 1.294 -3.469 -1.722
C 1.080 1.776 1.001
C 1.275 3.147 0.963
H 1.829 6.947 0.284
H 1.348 5.892 1.660
H 2.822 5.507 0.700
H -0.337 3.822 -1.979
H -0.569 1.375 -1.958
H 1.437 -4.518 1.103
H 1.575 -3.997 3.575
H 0.856 -1.769 4.409
H 0.114 0.011 2.823
H 0.650 0.209 -2.932
H 1.391 -1.533 -4.534
H 1.844 -3.856 -3.777
H 1.468 -4.480 -1.354
H 1.490 1.222 1.843
H 1.825 3.649 1.764
*
```